Run 1
A cluster of 2 separate species, C3H6O in total, computed with ωB97M-V/def2-TZVPD.

Summary:
Orbital gap in eV: 10.60

The geometry in ORCA input format:
```
! RIJCOSX wB97M-V def2-TZVPD def2/J DEFGRID3
* xyz 0 1
C -0.5531 -0.8001 -0.4247
O 2.0386 -0.0574 0.7166
C -1.3215 -0.0417 0.2672
C -0.8575 0.9647 -0.6594
H -0.7280 -1.8407 -0.6698
H 1.1742 -0.3917 0.4142
H 2.3854 -0.8045 1.2147
H -1.9673 -0.0840 1.1375
H -1.4623 1.2460 -1.5179
H 0.1848 1.2082 -0.7458
*
```

Run 2
An isolated molecule of C3H6O, computed with ωB97M-V/def2-TZVPD.

Summary:
Orbital gap in eV: 10.82

The geometry in ORCA input format:
```
! RIJCOSX wB97M-V def2-TZVPD def2/J DEFGRID3
* xyz 0 1
O 0.2133 -1.6669 -0.8969
C -0.3744 -0.7076 -0.4191
C 0.1240 0.2326 0.7180
C 0.0531 1.7510 0.5157
H -1.1819 -0.3201 -1.1124
H -0.5502 -0.1246 1.5544
H 1.1971 -0.2412 0.8814
H 0.9405 2.0684 -0.1557
H -0.8388 1.8832 -0.1622
H -0.0893 2.4130 1.2819
*
```

Relative energy table, unit kJ/mol: run 1 280.0; run 2 0.0